Version w
Entry from OMol25: C3H11N2 in the gas phase (ωB97M-V/def2-TZVPD).

```
16
Properties=species:S:1:pos:R:3:lowdin_charge:R:1
C 0.80 -1.00 -0.32 -0.326
C 0.96 0.10 0.77 -0.229
C -0.35 0.88 0.88 -0.210
N -0.75 1.19 -0.73 0.065
N -0.51 -1.42 -0.72 -0.046
H 1.23 -0.59 -1.19 0.065
H 1.50 -1.94 0.06 0.161
H 1.22 -0.19 1.75 0.084
H 1.68 0.93 0.52 0.113
H -0.19 1.88 1.22 0.043
H -1.04 0.18 1.43 0.095
H -0.63 2.20 -0.81 0.008
H -0.33 0.44 -1.28 0.031
H -1.78 1.07 -0.78 0.022
H -1.22 -1.32 0.03 0.072
H -0.60 -2.39 -0.82 0.051
```

Properties
- E_HOMO (spin up / spin down) (eV) = -3.253 / -10.227
- expectation value of S² = 0.7506
- charge = 0
- spin multiplicity = 2

Version x
Entry from OMol25: 2 unconnected molecules or ions with the total composition C3H11N2 (ωB97M-V/def2-TZVPD).

```
16
Properties=species:S:1:pos:R:3:lowdin_charge:R:1
C -1.71 1.43 -1.46 -0.056
N -1.28 0.52 -0.36 0.051
H -0.85 1.50 -2.05 0.064
H -2.07 2.43 -1.16 0.097
H -2.60 1.02 -1.98 0.096
H -1.62 -0.47 -0.49 0.152
H -0.19 0.34 -0.19 0.104
H -1.68 0.75 0.55 0.140
C 1.41 -1.50 -0.03 -0.225
C 1.40 -0.20 2.03 -0.268
N 0.72 -0.61 0.95 -0.331
H 0.71 -1.57 -0.99 0.077
H 2.42 -1.13 -0.07 0.032
H 1.65 -2.50 0.33 0.035
H 1.78 0.94 2.24 0.040
H 1.92 -0.93 2.66 -0.008
```

Properties
- E_HOMO (spin up / spin down) (eV) = -4.501 / -6.548
- expectation value of S² = 0.7544
- charge = 0
- spin multiplicity = 2

Short version: version w is the most stable of them.

Version w
Entry from OMol25: a molecular structure, C5H9P (ωB97M-V/def2-TZVPD).

```
15
Properties=species:S:1:pos:R:3:lowdin_charge:R:1
C 0.86 2.06 0.05 -0.074
C 1.26 0.85 -0.24 -0.045
C -1.17 -0.18 0.42 -0.539
C 0.54 -1.90 -0.22 -0.065
C -0.09 -0.50 -0.43 -0.381
P -2.51 0.76 -0.09 0.829
H 1.47 2.86 0.03 0.000
H -0.21 2.36 0.39 0.061
H 2.27 0.42 -0.58 0.105
H -1.09 -0.47 1.44 0.052
H 1.53 -1.92 -0.62 0.065
H 0.80 -1.93 0.79 0.060
H -0.10 -2.64 -0.49 0.039
H -0.22 -0.27 -1.44 0.072
H -3.34 0.49 0.98 -0.179
```

Properties
- E_HOMO (eV) = -8.640
- charge = 0

Version x
Entry from OMol25: C5H9P in the gas phase (ωB97M-V/def2-TZVPD).

```
15
Properties=species:S:1:pos:R:3:lowdin_charge:R:1
C -2.11 -0.37 0.57 -0.574
C -0.83 -0.69 1.27 -0.349
C 0.53 -0.48 0.51 -0.272
C 0.45 0.82 -0.32 -0.243
C 1.35 0.73 -1.61 -0.152
P -2.16 0.45 -0.91 0.850
H -3.05 -0.66 0.98 0.003
H -0.62 -0.28 2.27 0.095
H -0.84 -1.75 1.64 0.111
H 1.40 -0.43 1.31 0.145
H 0.60 -1.33 -0.22 0.104
H 0.45 1.84 0.17 0.095
H 1.64 -0.32 -1.75 0.061
H 2.23 1.25 -1.33 0.035
H 0.97 1.23 -2.57 0.089
```

Properties
- E_HOMO (eV) = -7.761
- charge = 0

Version y
Entry from OMol25: a molecular structure, C5H9P (ωB97M-V/def2-TZVPD).

```
15
Properties=species:S:1:pos:R:3:lowdin_charge:R:1
C -0.85 -1.14 -0.96 -0.028
C -1.34 -0.57 0.11 -0.041
C 0.12 -0.83 0.10 -0.445
C 0.87 -1.80 0.95 -0.113
C -0.07 2.33 -0.09 -0.452
P 1.33 1.18 -0.46 0.787
H -1.03 -1.54 -1.93 0.091
H -2.17 -0.20 0.66 0.092
H 0.71 -1.59 2.01 0.073
H 1.94 -1.74 0.75 0.060
H 0.53 -2.81 0.73 0.077
H 0.15 3.30 -0.54 0.013
H -0.15 2.45 0.99 0.017
H -1.01 1.94 -0.49 0.006
H 0.99 1.03 -1.81 -0.137
```

Properties
- E_HOMO (eV) = -7.598
- charge = 0

Short version: version x is the most stable of them.

Version w
Entry from OMol25: a molecular structure, C5H9P (ωB97M-V/def2-TZVPD).

```
15
Properties=species:S:1:pos:R:3:lowdin_charge:R:1
C -1.13 -1.28 -1.08 -0.290
C 1.21 1.13 -1.12 -0.317
C 0.19 1.46 0.02 -0.123
C 1.44 -0.35 -0.52 -0.035
C -0.83 -0.55 1.69 -0.231
P -0.38 -0.25 0.00 0.609
H -2.16 -1.62 -0.72 0.005
H -0.85 -1.06 -2.11 -0.017
H 0.63 1.06 -1.99 0.053
H 2.12 1.66 -1.26 0.075
H 0.72 1.66 0.97 0.056
H 2.24 -0.25 0.20 0.037
H -0.07 -0.23 2.44 0.067
H -1.85 0.08 1.65 0.104
H -1.27 -1.47 1.83 0.008
```

Properties
- E_HOMO (spin up / spin down) (eV) = -7.477 / -7.463
- charge = 0

Version x
Entry from OMol25: 2 unconnected molecules or ions with the total composition C5H9P (ωB97M-V/def2-TZVPD).

```
15
Properties=species:S:1:pos:R:3:lowdin_charge:R:1
C 0.02 -1.12 -0.56 -0.492
C 0.57 -2.30 -0.32 0.038
C 0.44 0.19 -0.73 -0.460
C 1.64 1.01 -1.04 -0.110
C -2.17 0.42 0.36 -0.372
P -1.25 0.06 -1.21 0.941
H -0.07 -3.05 0.02 0.045
H 1.58 -2.32 -0.53 0.042
H -0.23 0.26 1.96 0.157
H 2.10 1.52 -0.25 0.035
H 1.55 1.70 -1.93 0.087
H 2.59 0.49 -1.41 0.096
H -2.40 1.50 0.48 0.016
H -1.34 0.13 1.07 -0.094
H -3.27 -0.02 0.34 0.071
```

Properties
- E_HOMO (spin up / spin down) (eV) = -7.716 / -8.623
- charge = 0

Short version: version w is the most stable of them.

Version w
Entry from OMol25: a molecular structure, C2H4Br2 (ωB97M-V/def2-TZVPD).

```
8
Properties=species:S:1:pos:R:3:lowdin_charge:R:1
Br 1.78 -1.16 0.41 0.549
C 0.63 0.20 -0.44 -0.659
C -0.85 -0.02 0.08 -0.635
Br -0.67 -0.01 2.03 0.562
H 0.84 0.33 -1.51 0.057
H 1.00 1.15 -0.04 0.031
H -1.03 -1.06 -0.22 0.034
H -1.70 0.56 -0.30 0.060
```

Properties
- E_HOMO (eV) = -9.630
- charge = 0

Version x
Entry from OMol25: C2H4Br2 in the gas phase (ωB97M-V/def2-TZVPD).

```
8
Properties=species:S:1:pos:R:3:lowdin_charge:R:1
Br 0.25 2.09 1.16 0.538
C 0.36 0.15 0.67 -0.668
C -0.13 -0.33 -0.74 -0.594
Br -2.10 -0.63 -0.52 0.544
H -0.12 -0.38 1.49 0.032
H 1.43 -0.04 0.56 0.042
H 0.30 -1.27 -1.09 0.054
H 0.02 0.41 -1.53 0.052
```

Properties
- E_HOMO (eV) = -10.239
- charge = 0
- SMILES = BrCCBr

Short version: version x is the most stable of them.